24
Properties=species:S:1:pos:R:3:lowdin_charge:R:1 method="wB97M-V/def2-TZVPD" gap_ev=6.2 lumo_energy_ev=2.640 charge=-1 homo_energy_ev=-3.5788
C 0.15193 2.03619 -1.53078 -0.1197
O 0.38032 0.61244 -1.57285 -0.2129
C -0.51187 -0.06547 -2.46711 -0.2333
N -1.59647 -0.83636 -1.79918 0.0676
C -1.70556 -0.54914 -0.37122 -0.4211
O -2.18987 0.56453 -0.03968 0.0436
O -1.36442 -1.43660 0.66734 -0.0822
C 0.02885 -1.30401 1.04633 -0.2379
C 0.31814 -0.16851 2.12940 -0.2342
C 1.72568 0.57679 1.82765 -0.6553
I 3.47031 -0.59903 2.39438 0.6237
H -0.75747 2.38562 -2.11741 0.0956
H -0.07321 2.29420 -0.43244 0.0938
H 1.08204 2.65473 -1.79678 0.0923
H -0.98106 0.60160 -3.26248 0.1233
H 0.13153 -0.82518 -3.04516 0.1347
H -1.55879 -1.83966 -2.00034 0.1204
H 0.74410 -1.16553 0.16686 0.1092
H 0.32700 -2.29576 1.53626 0.1010
H 0.47210 -0.67647 3.14661 0.0990
H -0.46387 0.65084 2.18498 0.1114
H 1.79277 0.77787 0.70116 0.0308
H 1.80935 1.57081 2.38978 0.0424
F -1.23152 -2.96388 2.24468 -0.6920